{
  "formula": "C34H63Br2N4O17",
  "method": "ωB97M-V/def2-TZVPD",
  "e_homo_ev": -11.69,
  "total_energy_ha": -7979.2002,
  "e_above_lowest_ev": 0.000,
  "total_charge": 1,
  "multiplicity": 1,
  "elements": ["C", "C", "Br", "C", "Br", "N", "N", "C", "C", "O", "C", "C", "N", "C", "C", "C", "O", "C", "C", "C", "C", "N", "H", "H", "H", "H", "H", "H", "H", "H", "H", "H", "H", "H", "H", "H", "H", "H", "H", "H", "H", "H", "H", "H", "H", "C", "C", "O", "C", "O", "O", "C", "H", "H", "H", "H", "H", "H", "H", "H", "C", "C", "O", "C", "O", "O", "C", "H", "H", "H", "H", "H", "H", "H", "H", "C", "C", "O", "C", "O", "O", "C", "H", "H", "H", "H", "H", "H", "H", "H", "C", "C", "O", "C", "O", "O", "C", "H", "H", "H", "H", "H", "H", "H", "H", "C", "C", "O", "C", "O", "O", "C", "H", "H", "H", "H", "H", "H", "H", "H"],
  "xyz": [[6.053, -1.462, -1.203], [7.301, -0.673, -1.519], [8.807, -1.687, -2.047], [7.386, 0.653, -1.416], [8.986, 1.605, -1.748], [6.220, 1.372, -0.995], [5.924, 1.309, 0.307], [4.879, 1.959, 0.682], [3.989, 2.705, -0.126], [2.958, 3.278, 0.417], [1.844, 3.618, -0.455], [1.158, 2.418, -1.087], [0.037, 1.915, -0.280], [-0.236, 0.505, -0.606], [-0.920, 0.255, -1.937], [-1.563, -1.148, -1.936], [0.034, 0.304, -3.011], [4.328, 2.759, -1.476], [5.463, 2.085, -1.838], [5.885, 2.151, -3.286], [5.398, 0.920, -4.099], [4.358, 1.355, -5.042], [5.270, -1.283, -1.931], [5.734, -1.142, -0.211], [6.327, -2.506, -1.108], [4.657, 1.928, 1.744], [1.117, 4.103, 0.190], [2.140, 4.381, -1.172], [1.851, 1.621, -1.348], [0.764, 2.769, -2.049], [-0.778, 2.429, -0.594], [0.681, -0.081, -0.527], [-0.901, 0.117, 0.164], [-1.693, 1.003, -2.145], [-0.822, -1.849, -2.321], [-2.419, -1.203, -2.605], [-1.813, -1.467, -0.926], [-0.450, 0.248, -3.840], [3.744, 3.320, -2.178], [6.948, 2.335, -3.395], [5.384, 3.009, -3.730], [5.039, 0.119, -3.456], [6.245, 0.612, -4.710], [3.750, 0.581, -5.281], [3.749, 2.048, -4.620], [11.114, -4.712, -2.487], [9.846, -4.565, -3.304], [9.888, -5.372, -4.484], [9.645, -6.671, -4.292], [9.383, -7.191, -3.240], [9.751, -7.287, -5.466], [9.592, -8.708, -5.400], [11.990, -4.512, -3.104], [11.110, -4.021, -1.642], [11.214, -5.725, -2.099], [9.750, -3.535, -3.646], [8.960, -4.799, -2.713], [8.665, -8.976, -4.898], [10.442, -9.156, -4.890], [9.560, -9.069, -6.424], [-2.423, -3.439, 4.051], [-2.237, -2.065, 3.443], [-3.163, -1.832, 2.371], [-4.407, -1.525, 2.747], [-4.796, -1.417, 3.878], [-5.143, -1.372, 1.647], [-6.529, -1.119, 1.902], [-2.372, -4.208, 3.280], [-1.652, -3.633, 4.797], [-3.396, -3.525, 4.533], [-1.244, -1.989, 3.000], [-2.323, -1.279, 4.193], [-6.660, -0.279, 2.581], [-7.000, -2.013, 2.306], [-7.000, -0.876, 0.954], [-12.110, 1.318, 5.155], [-10.667, 0.926, 4.927], [-10.309, 1.005, 3.538], [-10.074, 2.233, 3.079], [-10.125, 3.250, 3.716], [-9.792, 2.142, 1.775], [-9.608, 3.406, 1.134], [-12.772, 0.729, 4.519], [-12.389, 1.160, 6.197], [-12.277, 2.367, 4.911], [-10.519, -0.114, 5.214], [-9.987, 1.530, 5.527], [-8.869, 4.008, 1.658], [-10.556, 3.938, 1.074], [-9.252, 3.201, 0.128], [-11.925, -3.675, 9.682], [-11.757, -2.299, 9.075], [-12.697, -2.070, 8.015], [-13.936, -1.772, 8.408], [-14.315, -1.666, 9.543], [-14.688, -1.622, 7.317], [-16.070, -1.378, 7.591], [-11.877, -4.442, 8.908], [-11.144, -3.866, 10.418], [-12.892, -3.771, 10.176], [-10.771, -2.212, 8.622], [-11.840, -1.516, 9.829], [-16.193, -0.541, 8.273], [-16.535, -2.273, 8.001], [-16.542, -1.136, 6.643], [10.384, 3.995, -5.450], [8.962, 4.047, -4.933], [8.407, 5.363, -5.031], [8.001, 5.719, -6.254], [8.045, 5.032, -7.239], [7.545, 6.967, -6.189], [7.146, 7.513, -7.451], [10.997, 4.745, -4.949], [10.818, 3.010, -5.278], [10.420, 4.204, -6.518], [8.945, 3.797, -3.872], [8.323, 3.327, -5.451], [6.435, 6.860, -7.954], [8.019, 7.677, -8.080], [6.670, 8.467, -7.247]],
  "lowdin_charge": [-0.083, -0.704, 0.892, -0.723, 0.841, -0.063, 0.183, 0.014, -0.229, 0.052, -0.108, -0.208, -0.033, -0.188, -0.412, -0.032, -0.061, 0.103, -0.145, -0.099, -0.225, 0.010, 0.073, 0.079, 0.072, 0.151, 0.136, 0.125, 0.113, 0.128, 0.111, 0.132, 0.115, 0.143, 0.084, 0.081, 0.072, 0.093, 0.135, 0.061, 0.121, 0.092, 0.119, 0.075, 0.056, -0.061, -0.277, 0.040, -0.611, 0.127, 0.011, -0.033, 0.087, 0.068, 0.080, 0.046, 0.112, 0.096, 0.101, 0.095, -0.064, -0.218, 0.022, -0.615, 0.131, 0.002, -0.031, 0.082, 0.081, 0.077, 0.116, 0.124, 0.095, 0.102, 0.094, -0.060, -0.208, 0.035, -0.614, 0.127, -0.001, -0.044, 0.084, 0.079, 0.075, 0.121, 0.124, 0.094, 0.100, 0.091, -0.065, -0.214, 0.030, -0.616, 0.127, 0.002, -0.038, 0.082, 0.081, 0.076, 0.120, 0.124, 0.096, 0.099, 0.093, -0.054, -0.237, 0.035, -0.613, 0.131, 0.008, -0.032, 0.087, 0.081, 0.080, 0.074, 0.120, 0.096, 0.102, 0.094]
}

***

{
  "formula": "C10H23BClO2TlV",
  "method": "ωB97M-V/def2-TZVPD",
  "e_homo_ev": [-2.75, -2.52],
  "total_energy_ha": -2146.6744,
  "s2": 2.469,
  "e_above_lowest_ev": 2.856,
  "total_charge": -1,
  "multiplicity": 3,
  "elements": ["V", "Cl", "C", "H", "H", "H", "Tl", "C", "C", "C", "H", "H", "H", "H", "H", "H", "H", "H", "C", "C", "C", "O", "B", "O", "C", "C", "C", "H", "H", "H", "H", "H", "H", "H", "H", "H", "H", "H", "H"],
  "xyz": [[-0.124, -0.247, -2.512], [-0.975, 0.516, -4.315], [2.006, -0.062, -1.347], [2.512, 0.624, -0.635], [1.699, 0.651, -2.154], [2.817, -0.665, -1.785], [0.349, 3.226, -0.276], [0.103, 5.131, -1.416], [2.393, 3.048, 0.691], [-1.584, 3.011, 0.967], [2.351, 2.054, 1.176], [3.241, 3.149, 0.006], [2.353, 3.856, 1.434], [-0.544, 5.669, -0.702], [1.060, 5.648, -1.563], [-0.421, 4.907, -2.350], [-1.495, 2.039, 1.562], [-1.826, 2.268, 0.017], [-1.240, -1.126, 2.045], [-0.139, -1.792, 1.229], [0.518, -2.918, 2.050], [0.907, -0.827, 0.903], [1.130, -0.999, -0.457], [0.500, -2.132, -0.995], [-0.696, -2.255, -0.179], [-1.038, -3.723, -0.271], [-1.721, -1.254, -0.817], [-2.112, -1.805, 2.062], [-1.574, -0.162, 1.619], [-0.941, -0.974, 3.096], [0.999, -2.507, 2.949], [-0.242, -3.637, 2.415], [1.276, -3.470, 1.459], [-1.940, -3.943, 0.304], [-1.237, -3.943, -1.331], [-0.260, -4.344, 0.077], [-1.606, -0.140, -0.563], [-1.767, -1.354, -1.938], [-2.735, -1.519, -0.456]],
  "lowdin_charge": [0.230, -0.071, -0.037, 0.072, 0.035, 0.089, 0.760, -0.311, -0.316, -0.333, -0.053, -0.052, -0.044, -0.038, -0.049, -0.050, -0.196, -0.186, -0.005, -0.441, -0.017, 0.137, -0.747, 0.030, -0.437, -0.002, -0.047, 0.097, 0.072, 0.098, 0.094, 0.093, 0.098, 0.096, 0.106, 0.064, 0.102, 0.049, 0.110]
}

***

{
  "formula": "C58H75BrN3O2SbTi",
  "method": "ωB97M-V/def2-TZVPD",
  "e_homo_ev": -7.43,
  "total_energy_ha": -6233.7546,
  "e_above_lowest_ev": 0.000,
  "multiplicity": 1,
  "elements": ["Ti", "C", "N", "C", "C", "C", "N", "C", "C", "C", "C", "C", "C", "C", "O", "C", "C", "C", "C", "C", "C", "C", "C", "C", "C", "C", "C", "C", "C", "C", "O", "C", "C", "C", "C", "C", "C", "C", "C", "H", "H", "H", "H", "H", "H", "H", "H", "H", "H", "H", "H", "H", "H", "H", "H", "H", "H", "H", "H", "H", "H", "H", "H", "H", "H", "H", "H", "H", "H", "H", "H", "H", "H", "H", "H", "H", "H", "H", "H", "H", "H", "H", "H", "H", "H", "H", "H", "H", "H", "H", "H", "H", "H", "C", "C", "C", "C", "C", "Br", "N", "C", "H", "H", "H", "H", "H", "H", "C", "C", "C", "C", "C", "C", "Sb", "C", "C", "C", "C", "C", "C", "C", "C", "C", "C", "C", "C", "H", "H", "H", "H", "H", "H", "H", "H", "H", "H", "H", "H", "H", "H", "H"],
  "xyz": [[-0.318, -0.551, -0.250], [-3.285, 0.638, -0.742], [-2.667, -0.490, -0.009], [-3.214, -1.736, -0.593], [-3.052, -0.434, 1.429], [-1.904, -0.059, 2.353], [-0.650, -0.761, 2.006], [-0.773, -2.178, 2.429], [0.216, -3.163, 1.875], [0.937, -3.994, 2.711], [1.678, -5.055, 2.204], [1.613, -5.282, 0.833], [0.902, -4.470, -0.052], [0.251, -3.350, 0.490], [-0.383, -2.462, -0.291], [0.766, -4.833, -1.537], [-0.725, -5.005, -1.873], [1.367, -3.751, -2.439], [1.468, -6.151, -1.872], [2.507, -5.922, 3.151], [1.594, -6.570, 4.200], [3.259, -7.033, 2.418], [3.542, -5.025, 3.847], [0.436, -0.111, 2.778], [1.829, -0.608, 2.531], [2.686, -0.782, 3.604], [4.036, -1.050, 3.411], [4.459, -1.209, 2.096], [3.640, -1.054, 0.978], [2.304, -0.717, 1.220], [1.451, -0.435, 0.218], [4.269, -1.279, -0.403], [5.554, -0.449, -0.540], [3.378, -0.884, -1.585], [4.605, -2.775, -0.516], [5.059, -1.063, 4.546], [4.392, -1.014, 5.921], [5.963, 0.174, 4.397], [5.932, -2.322, 4.489], [-4.376, 0.541, -0.714], [-2.954, 0.620, -1.780], [-2.976, 1.579, -0.300], [-4.304, -1.750, -0.489], [-2.780, -2.602, -0.103], [-2.960, -1.781, -1.650], [-3.473, -1.400, 1.707], [-3.850, 0.300, 1.564], [-2.186, -0.297, 3.387], [-1.709, 1.007, 2.285], [-1.765, -2.516, 2.125], [-0.745, -2.206, 3.525], [0.909, -3.805, 3.779], [2.142, -6.131, 0.429], [-1.273, -4.080, -1.702], [-1.168, -5.791, -1.257], [-0.839, -5.292, -2.923], [0.907, -2.784, -2.255], [1.210, -4.016, -3.489], [2.442, -3.660, -2.274], [1.061, -6.988, -1.301], [2.543, -6.096, -1.689], [1.324, -6.370, -2.932], [0.861, -7.223, 3.723], [1.052, -5.820, 4.777], [2.184, -7.168, 4.899], [2.576, -7.729, 1.926], [3.853, -7.602, 3.136], [3.941, -6.629, 1.667], [3.064, -4.258, 4.460], [4.158, -4.514, 3.103], [4.195, -5.619, 4.492], [0.203, -0.213, 3.847], [0.396, 0.949, 2.524], [2.283, -0.660, 4.603], [5.501, -1.447, 1.924], [5.330, 0.614, -0.441], [5.990, -0.614, -1.529], [6.311, -0.708, 0.200], [3.108, 0.173, -1.543], [2.464, -1.466, -1.624], [3.938, -1.060, -2.508], [5.366, -3.068, 0.211], [4.985, -3.004, -1.516], [3.717, -3.385, -0.333], [3.837, -0.087, 6.069], [5.155, -1.067, 6.700], [3.707, -1.853, 6.063], [5.382, 1.099, 4.440], [6.497, 0.152, 3.444], [6.703, 0.199, 5.201], [5.335, -3.225, 4.635], [6.686, -2.281, 5.278], [6.458, -2.412, 3.537], [-0.830, -0.831, -6.025], [-0.555, -0.390, -4.616], [0.177, 0.789, -4.354], [0.461, 1.184, -3.069], [0.007, 0.360, -2.037], [-0.483, 2.197, 0.306], [-0.687, -0.723, -2.291], [-0.983, -1.128, -3.539], [-1.114, 0.014, -6.653], [-1.631, -1.568, -6.059], [0.060, -1.285, -6.466], [0.515, 1.385, -5.194], [1.009, 2.091, -2.852], [-1.550, -2.045, -3.653], [1.038, 7.541, 1.748], [2.282, 7.177, 1.253], [2.749, 5.880, 1.426], [1.979, 4.932, 2.095], [0.727, 5.307, 2.576], [0.259, 6.603, 2.410], [2.618, 2.919, 2.463], [4.225, 2.960, 1.052], [3.905, 3.051, -0.304], [4.905, 3.077, -1.265], [6.240, 3.011, -0.884], [6.566, 2.906, 0.460], [5.563, 2.872, 1.422], [3.781, 3.398, 4.208], [4.707, 4.438, 4.272], [5.403, 4.696, 5.445], [5.177, 3.920, 6.576], [4.251, 2.889, 6.530], [3.561, 2.635, 5.352], [0.674, 8.551, 1.611], [2.892, 7.903, 0.730], [3.721, 5.609, 1.028], [0.098, 4.576, 3.075], [-0.717, 6.878, 2.790], [2.864, 3.106, -0.610], [4.645, 3.153, -2.314], [7.021, 3.035, -1.633], [7.605, 2.843, 0.763], [5.834, 2.791, 2.469], [4.886, 5.057, 3.399], [6.121, 5.506, 5.480], [5.722, 4.122, 7.489], [4.072, 2.279, 7.407], [2.848, 1.816, 5.318]],
  "lowdin_charge": [0.883, -0.113, -0.295, -0.081, -0.159, -0.201, -0.204, -0.092, -0.128, 0.018, -0.159, 0.027, -0.076, -0.252, -0.224, -0.518, -0.036, -0.035, -0.065, -0.553, -0.047, -0.065, -0.057, -0.166, -0.177, -0.001, -0.155, 0.021, -0.061, -0.233, -0.227, -0.501, -0.035, -0.044, -0.033, -0.537, -0.054, -0.030, -0.043, 0.095, 0.084, 0.015, 0.099, 0.081, 0.074, 0.113, 0.130, 0.136, 0.051, 0.124, 0.136, 0.119, 0.084, 0.062, 0.092, 0.084, 0.050, 0.091, 0.073, 0.088, 0.086, 0.085, 0.089, 0.075, 0.084, 0.086, 0.084, 0.087, 0.075, 0.084, 0.088, 0.134, 0.006, 0.109, 0.102, 0.056, 0.092, 0.079, 0.083, 0.052, 0.093, 0.081, 0.087, 0.073, 0.056, 0.089, 0.085, 0.062, 0.082, 0.089, 0.061, 0.086, 0.079, -0.045, -0.240, -0.006, -0.043, -0.321, 0.220, -0.040, -0.070, 0.081, 0.078, 0.087, 0.120, 0.104, 0.125, -0.098, -0.092, -0.127, -0.385, -0.153, -0.094, 1.556, -0.387, -0.146, -0.100, -0.106, -0.092, -0.126, -0.388, -0.128, -0.083, -0.090, -0.099, -0.176, 0.098, 0.099, 0.091, 0.086, 0.099, 0.092, 0.103, 0.102, 0.103, 0.082, 0.097, 0.101, 0.100, 0.102, 0.076]
}

***

{
  "formula": "C4H10O2",
  "method": "ωB97M-V/def2-TZVPD",
  "e_homo_ev": -9.27,
  "total_energy_ha": -308.8396,
  "smiles": "CO[C@@H](C)CO",
  "e_above_lowest_ev": 1.593,
  "multiplicity": 1,
  "elements": ["C", "O", "C", "C", "C", "O", "H", "H", "H", "H", "H", "H", "H", "H", "H", "H"],
  "xyz": [[1.528, 1.141, 0.269], [1.183, -0.221, 0.462], [0.066, -0.543, -0.331], [-0.262, -2.027, -0.102], [-1.115, 0.388, 0.056], [-1.094, 1.736, -0.479], [2.123, 1.434, 1.131], [2.100, 1.247, -0.659], [0.645, 1.784, 0.142], [0.324, -0.419, -1.397], [0.580, -2.665, -0.405], [-1.132, -2.329, -0.696], [-0.467, -2.246, 0.952], [-2.039, -0.055, -0.307], [-1.099, 0.398, 1.155], [-1.341, 2.378, 0.207]],
  "lowdin_charge": [-0.096, -0.163, -0.407, -0.038, -0.181, -0.109, 0.091, 0.094, 0.061, 0.151, 0.084, 0.079, 0.085, 0.114, 0.137, 0.098]
}